21
Properties=species:S:1:pos:R:3:forces:R:3:mulliken_charge:R:1 method="wB97M-V/def2-TZVPD" e_homo_ha=-0.443 lumo_energy_ev=-3.606 fmax_ev_per_a=5.44 orbital_gap_ev=8.4 total_charge=+1
Cl 2.91233 0.97121 1.86727 0.51 0.00 -0.23 -0.140
Cl 4.56618 -0.31782 -0.89081 0.68 0.13 0.25 -0.273
Cl 3.88280 2.91046 -0.64776 0.32 1.09 -0.37 -0.111
Si 3.34858 1.12081 -0.10323 -3.11 -1.71 -0.31 0.805
N 1.75044 -1.19107 -1.16445 -1.26 -0.25 1.54 -0.016
C 1.23678 0.18599 -0.93159 3.23 2.90 -3.27 -0.510
C -1.74103 1.49062 0.84641 -0.68 -0.66 1.07 -0.674
C 0.26267 0.36588 0.06245 -2.64 -0.43 2.16 1.119
C 0.13644 -0.61878 1.05907 2.23 -0.08 -0.94 -0.282
C -0.82860 -0.50024 2.00578 -1.12 -0.88 2.04 -0.842
C -1.76414 0.48334 1.85870 -0.15 1.87 -0.30 -0.370
C -0.66243 1.46576 0.00409 1.20 -0.06 -1.75 -0.362
H 0.97335 -1.38051 1.14792 -1.32 0.74 0.33 0.120
H 0.84105 0.66093 -1.94118 1.44 -1.05 1.90 0.375
H 2.72981 -1.15521 -1.39215 1.06 -0.13 0.65 0.170
H 1.40039 -1.59223 -1.99793 -1.39 -0.84 -0.96 0.378
H -2.60009 2.21442 0.79492 1.35 -0.61 0.02 0.361
H -0.95035 -1.11906 2.94688 0.59 0.48 -1.51 0.315
H -2.39101 0.64111 2.69890 -1.09 -0.07 0.32 0.377
H -0.46968 2.24879 -0.79860 -0.51 -1.07 1.09 0.298
H 1.51220 -1.78232 -0.30167 0.66 0.64 -1.73 0.262